[1]
# C39H46Br3F4N4OP2STl

A molecular structure, C39H46Br3F4N4OP2STl (ωB97M-V with the def2-TZVPD basis set, the OMol25 dataset).

```
101
Properties=species:S:1:pos:R:3:forces:R:3:mulliken_charge:R:1
Tl 0.423 1.474 -0.154 -0.13 -0.02 -0.10 0.606
N 2.108 -1.076 -3.872 -0.06 0.02 -0.11 -0.356
C 1.783 -0.708 -2.568 0.11 -0.06 0.06 -0.061
S 2.575 0.726 -2.005 0.02 -0.02 0.13 -0.548
N 0.950 -1.524 -2.001 0.04 0.00 -0.04 -0.646
N 0.485 -1.195 -0.735 0.15 0.01 -0.01 1.406
C -0.219 -2.141 -0.252 -0.12 -0.07 -0.05 -1.674
C -1.010 -2.166 0.988 -0.15 -0.13 -0.04 1.124
C -2.231 -2.832 0.886 0.01 0.02 -0.01 -0.432
C -3.124 -2.939 1.942 0.00 0.01 0.02 -1.030
C -2.767 -2.370 3.159 0.02 0.00 -0.02 -0.803
C -1.551 -1.730 3.302 0.02 -0.05 0.06 -0.084
C -0.623 -1.609 2.238 0.37 0.20 -0.07 -1.306
O 0.510 -0.987 2.376 -0.61 -0.16 0.02 0.006
H 2.982 -0.707 -4.200 0.03 -0.01 0.01 0.216
H 1.902 -2.038 -4.090 0.04 -0.03 0.01 0.252
H -0.346 -3.024 -0.886 -0.01 0.01 -0.02 0.239
H -2.493 -3.260 -0.077 0.00 -0.01 -0.01 0.346
H -4.075 -3.442 1.814 0.00 0.00 0.00 0.361
H -3.445 -2.419 4.006 0.00 0.00 0.00 0.377
H -1.283 -1.281 4.249 0.10 0.00 0.10 0.806
Br -2.793 1.177 1.494 -0.06 0.09 0.11 0.059
C -1.629 1.544 2.974 0.04 -0.11 -0.01 0.538
Br -1.455 3.437 3.345 0.00 0.01 0.01 -0.179
H -0.644 1.160 2.724 0.02 -0.01 0.01 -0.785
H -2.042 1.076 3.858 0.02 0.01 -0.02 0.411
F 8.163 1.309 4.257 0.01 -0.01 0.01 -0.331
C 6.892 0.889 4.149 -0.04 -0.01 0.00 0.499
C 6.590 -0.453 4.279 -0.03 0.05 0.04 0.298
F 7.578 -1.329 4.528 -0.01 0.00 0.00 -0.332
C 5.273 -0.864 4.175 -0.03 -0.13 0.15 0.424
F 5.055 -2.174 4.397 0.02 0.05 -0.05 -0.370
C 4.222 -0.004 3.906 -0.14 0.01 -0.37 -0.948
P 2.392 -0.515 3.270 0.76 0.12 0.50 0.700
C 3.068 -1.886 2.235 -0.08 0.04 -0.13 0.762
C 3.462 -1.469 0.964 -0.11 0.06 -0.03 -0.809
C 3.952 -2.369 0.031 0.02 0.03 -0.01 -0.443
C 4.050 -3.714 0.353 -0.02 0.00 0.03 -0.574
C 3.660 -4.143 1.614 0.00 -0.01 -0.01 -0.811
C 3.176 -3.237 2.548 0.05 0.02 0.00 -0.024
C 1.977 -1.258 4.914 -0.08 -0.03 -0.08 0.942
C 1.252 -2.436 5.069 -0.12 0.02 -0.04 -0.274
C 0.900 -2.907 6.329 -0.01 0.01 0.00 -0.902
C 1.241 -2.192 7.465 -0.01 0.00 0.02 -0.554
C 1.930 -0.993 7.328 0.00 -0.01 0.01 -0.567
C 2.292 -0.538 6.071 0.00 0.03 -0.03 -0.572
C 4.563 1.345 3.829 -0.08 0.12 -0.01 0.074
Br 3.233 2.688 3.621 0.05 0.00 -0.03 -0.145
C 5.869 1.793 3.941 0.06 -0.04 0.04 0.415
F 6.191 3.094 3.865 -0.01 -0.01 0.00 -0.343
H 3.341 -0.428 0.679 -0.01 -0.02 -0.06 0.266
H 4.225 -2.012 -0.954 -0.03 0.04 -0.02 0.395
H 4.416 -4.427 -0.377 0.00 0.00 -0.01 0.342
H 3.734 -5.191 1.878 0.00 -0.02 0.01 0.401
H 2.918 -3.596 3.531 -0.06 -0.01 0.09 0.505
H 0.928 -2.980 4.196 -0.02 -0.04 -0.12 0.415
H 0.344 -3.833 6.413 -0.01 0.01 -0.01 0.397
H 0.962 -2.556 8.447 0.01 0.00 0.01 0.356
H 2.190 -0.410 8.204 0.00 0.01 0.00 0.404
H 2.828 0.400 5.984 0.00 0.00 0.01 0.297
C -4.562 3.208 -3.639 -0.01 0.00 -0.01 -2.021
C -3.679 2.613 -2.540 0.02 -0.02 0.01 2.385
C -3.267 3.721 -1.556 0.01 0.00 0.01 -1.811
C -4.530 1.623 -1.733 0.01 0.01 0.00 -1.920
P -2.064 1.685 -3.048 -0.14 -0.14 -0.09 0.040
N -1.139 1.469 -1.861 0.16 0.13 0.12 -0.247
C -1.276 2.718 -4.457 0.04 0.00 0.07 2.388
C 0.174 2.236 -4.619 0.02 -0.01 0.01 -1.737
C -1.181 4.165 -3.952 -0.01 0.00 0.01 -2.070
C -1.960 2.723 -5.826 0.00 0.00 -0.02 -1.944
C -2.610 0.012 -3.816 0.03 0.02 0.01 3.056
C -3.821 0.000 -4.752 -0.01 0.00 0.00 -2.019
C -1.402 -0.549 -4.580 0.01 0.04 -0.04 -2.145
C -2.846 -0.958 -2.646 0.02 0.03 0.02 -2.347
H -5.481 3.602 -3.185 0.00 0.01 0.01 0.516
H -4.858 2.471 -4.386 0.00 -0.01 0.00 0.256
H -4.079 4.038 -4.155 0.01 0.00 -0.01 0.284
H -4.097 3.939 -0.876 -0.03 0.02 -0.02 0.480
H -3.001 4.649 -2.062 0.03 -0.01 0.00 0.306
H -2.415 3.390 -0.959 -0.01 -0.02 0.02 0.300
H -5.313 2.175 -1.201 -0.01 0.01 0.00 0.660
H -3.917 1.106 -0.996 0.00 -0.03 -0.02 -0.010
H -5.020 0.881 -2.360 0.01 -0.01 0.01 0.221
H 0.629 2.024 -3.650 0.00 0.01 0.01 0.112
H 0.762 3.020 -5.109 -0.01 0.01 -0.04 0.601
H 0.257 1.336 -5.226 0.00 -0.01 0.02 0.287
H -0.792 4.190 -2.932 0.02 0.00 0.00 0.306
H -2.139 4.684 -3.975 -0.01 0.00 0.01 0.255
H -0.489 4.721 -4.593 -0.01 0.00 -0.02 0.654
H -1.912 1.746 -6.308 -0.01 -0.01 0.00 0.276
H -1.436 3.430 -6.480 0.00 0.00 0.00 0.519
H -3.005 3.031 -5.782 -0.01 0.01 0.01 0.224
H -3.716 0.697 -5.584 0.01 0.00 -0.02 0.261
H -4.752 0.230 -4.234 -0.01 0.01 -0.01 0.306
H -3.929 -1.005 -5.180 0.00 -0.01 0.01 0.508
H -1.256 -0.061 -5.545 0.00 0.02 0.00 0.303
H -1.571 -1.613 -4.775 -0.01 0.00 -0.01 0.668
H -0.488 -0.461 -3.995 -0.02 -0.04 0.01 0.247
H -3.835 -0.855 -2.203 0.01 0.01 0.02 0.198
H -2.094 -0.789 -1.872 -0.01 -0.02 -0.01 0.287
H -2.748 -1.988 -3.007 -0.02 -0.01 -0.01 0.635
```
Forces are in eV/Å.

Results
maximum force = 0.0179 Eh/bohr
frontier orbital gap = 0.214 hartree
energy = -304301.727 eV
energy above the lowest of the compared OMol25 structures with the same formula, charge and spin = 25.6 kcal/mol
total charge = -2

***

[2]
# C39H47N2O3P3PdS4

A molecular structure, C39H47N2O3P3PdS4 (ωB97M-V with the def2-TZVPD basis set, the OMol25 dataset).

```
99
Properties=species:S:1:pos:R:3:forces:R:3:mulliken_charge:R:1
Pd -0.564 -0.456 -0.007 -0.36 0.24 0.41 -1.235
C -0.907 7.379 1.726 -0.02 0.07 -0.03 -0.601
S -2.466 6.752 2.377 0.05 0.01 -0.01 -0.117
C -1.888 5.205 3.107 -0.05 -0.02 0.04 -1.127
C -1.374 4.195 2.094 0.00 -0.01 0.00 1.108
C -0.974 2.886 2.781 -0.05 -0.07 -0.10 -1.345
N -0.841 1.735 1.881 0.02 0.07 0.05 0.537
P 0.414 1.380 0.801 0.07 0.15 -0.10 1.051
C 0.678 2.884 -0.200 0.06 0.12 0.13 0.455
C 1.575 3.885 0.193 -0.06 -0.05 -0.06 -0.319
C 1.634 5.086 -0.500 -0.03 -0.09 0.04 -0.877
C 0.794 5.306 -1.586 0.03 0.01 0.03 -0.507
C -0.097 4.320 -1.979 -0.02 -0.04 0.01 -0.900
C -0.153 3.115 -1.292 0.04 -0.08 -0.02 0.067
C 1.960 1.210 1.719 0.05 -0.01 -0.03 1.236
C 1.977 1.020 3.095 0.07 0.04 0.07 -0.324
C 3.184 0.838 3.760 -0.04 -0.01 -0.05 -0.920
C 4.376 0.825 3.048 -0.04 0.00 -0.03 -0.662
C 4.363 0.983 1.668 -0.10 0.05 -0.01 -0.945
C 3.159 1.171 1.005 0.03 0.05 0.04 -0.371
P -2.114 0.719 1.330 0.28 -0.08 -0.15 1.586
C -3.487 1.855 0.976 0.00 0.00 -0.13 1.140
C -4.245 2.442 1.991 -0.02 0.02 0.02 -0.595
C -5.156 3.444 1.693 0.02 -0.03 0.02 -0.772
C -5.325 3.860 0.377 0.03 -0.04 -0.03 -0.752
C -4.597 3.259 -0.641 0.02 -0.03 0.07 -1.218
C -3.681 2.257 -0.345 -0.03 0.04 0.00 0.073
C -2.677 -0.211 2.773 -0.05 -0.08 -0.01 0.523
C -3.979 -0.713 2.816 0.02 -0.01 0.07 -0.437
C -4.370 -1.553 3.849 0.02 0.05 -0.07 -0.813
C -3.464 -1.904 4.840 0.04 0.02 -0.01 -0.675
C -2.163 -1.423 4.791 0.00 0.02 -0.02 -0.837
C -1.767 -0.586 3.756 0.00 -0.05 0.08 -0.759
H -1.104 8.387 1.360 0.03 -0.02 0.01 0.385
H -0.537 6.775 0.898 -0.01 0.00 0.01 0.017
H -0.152 7.436 2.511 -0.02 -0.01 -0.01 0.252
H -2.761 4.802 3.629 0.03 -0.01 0.00 0.405
H -1.131 5.431 3.865 -0.01 -0.01 -0.01 0.438
H -0.516 4.605 1.562 0.01 0.00 -0.02 -0.110
H -2.147 4.009 1.348 0.00 0.00 0.02 -0.149
H -1.723 2.617 3.532 -0.02 -0.02 0.02 0.303
H -0.033 3.016 3.320 0.03 0.02 0.01 0.628
H 2.216 3.735 1.051 0.05 -0.02 0.01 0.433
H 2.332 5.854 -0.190 0.00 -0.02 0.01 0.415
H 0.840 6.244 -2.126 0.00 -0.02 0.01 0.415
H -0.747 4.481 -2.831 0.00 -0.01 0.02 0.491
H -0.831 2.338 -1.615 -0.09 -0.07 -0.03 -0.148
H 1.048 1.013 3.649 0.02 -0.02 0.01 -0.014
H 3.191 0.697 4.833 -0.01 0.00 -0.02 0.435
H 5.315 0.677 3.568 -0.02 0.00 -0.01 0.399
H 5.288 0.949 1.105 -0.04 0.00 0.01 0.427
H 3.149 1.280 -0.074 0.00 0.03 -0.01 0.574
H -4.114 2.125 3.020 -0.01 -0.02 0.00 0.477
H -5.730 3.905 2.486 0.01 -0.01 -0.01 0.450
H -6.032 4.648 0.147 0.02 -0.01 0.00 0.416
H -4.741 3.567 -1.669 0.01 -0.01 0.01 0.498
H -3.130 1.769 -1.140 0.06 0.05 0.01 -0.093
H -4.687 -0.448 2.040 -0.01 0.01 -0.01 0.534
H -5.382 -1.938 3.875 0.02 0.01 0.00 0.451
H -3.769 -2.562 5.644 0.01 0.01 -0.01 0.385
H -1.446 -1.712 5.550 -0.02 0.01 -0.02 0.455
H -0.740 -0.251 3.694 -0.01 -0.01 0.01 0.248
O 1.375 -1.184 -1.137 0.05 -0.02 0.13 -0.635
N 2.388 -1.570 -0.388 -0.09 -0.01 -0.07 0.521
C 3.606 -1.573 -0.985 -0.14 0.04 -0.06 -0.228
C 4.740 -1.968 -0.336 0.09 -0.01 -0.02 -0.841
C 4.637 -2.373 0.996 -0.02 -0.03 0.08 -0.280
C 3.407 -2.351 1.599 -0.06 -0.02 0.01 -0.838
C 2.235 -1.956 0.920 -0.02 -0.02 0.07 0.554
S 0.704 -1.959 1.688 0.23 -0.19 -0.03 -0.279
H 3.573 -1.251 -2.014 -0.01 0.00 0.00 0.452
H 5.681 -1.967 -0.867 -0.01 0.00 0.01 0.414
H 5.512 -2.695 1.546 -0.02 0.01 -0.01 0.410
H 3.285 -2.649 2.632 0.00 0.01 -0.03 0.443
C -2.660 -2.735 -5.316 0.00 -0.03 -0.05 -1.434
C -2.513 -3.086 -3.853 -0.10 0.14 -0.01 0.578
C -2.889 -4.510 -3.518 -0.05 -0.08 0.00 -1.381
O -3.410 -2.203 -3.112 0.06 -0.14 0.13 0.116
P -2.788 -1.255 -1.984 0.22 0.17 -0.13 1.128
S -1.934 -2.362 -0.530 0.00 0.03 0.03 -0.434
S -1.491 0.046 -2.680 -0.20 0.04 -0.30 -0.516
O -4.084 -0.485 -1.473 -0.02 -0.03 -0.03 -0.425
C -5.411 -0.994 -1.185 0.05 0.00 -0.04 0.823
C -5.405 -2.357 -0.523 0.02 -0.07 -0.04 -1.436
C -6.242 -0.948 -2.452 -0.06 -0.04 -0.01 -1.463
H -1.995 -3.359 -5.918 -0.03 0.02 0.01 0.449
H -2.401 -1.689 -5.479 0.00 -0.03 0.01 0.292
H -3.688 -2.902 -5.646 0.04 0.01 0.01 0.269
H -1.491 -2.886 -3.528 0.07 0.04 0.04 0.376
H -3.931 -4.696 -3.790 0.03 -0.01 0.01 0.277
H -2.760 -4.697 -2.452 -0.01 0.00 -0.02 0.239
H -2.255 -5.205 -4.072 -0.02 0.01 0.02 0.469
H -5.799 -0.256 -0.479 -0.01 0.05 0.05 0.305
H -5.034 -3.123 -1.208 -0.02 0.03 0.04 0.269
H -6.430 -2.614 -0.245 0.01 0.00 0.00 0.499
H -4.782 -2.367 0.371 -0.01 0.00 -0.02 0.247
H -5.883 -1.682 -3.173 -0.01 0.02 0.02 0.182
H -6.191 0.042 -2.905 0.00 -0.01 0.02 0.345
H -7.285 -1.168 -2.210 0.03 0.01 -0.03 0.448
```
Forces are in eV/Å.

Results
maximum force = 0.0116 Eh/bohr
frontier orbital gap (spin up / spin down) = 0.226 / 0.226 hartree
energy = -125019.999 eV
energy above the lowest of the compared OMol25 structures with the same formula, charge and spin = 0.0 kcal/mol
total charge = 0

***

[3]
# C39H48AsF5IrNO2Se3Si

A molecular structure, C39H48AsF5IrNO2Se3Si in a non-equilibrium geometry (ωB97M-V with the def2-TZVPD basis set, the OMol25 dataset).

```
101
Properties=species:S:1:pos:R:3:forces:R:3:mulliken_charge:R:1
Ir 0.205 -0.062 0.029 -1.67 0.64 -0.51 1.554
O -2.575 2.821 0.177 0.13 0.20 0.10 -0.346
C -3.244 2.725 1.415 -0.10 -0.04 0.06 -1.432
C -2.591 1.791 2.450 0.08 -0.04 -0.16 2.542
C -3.398 2.087 3.728 0.17 -0.12 0.18 -1.222
O -3.001 1.326 4.861 0.01 0.03 -0.04 -0.549
C -2.712 0.294 2.145 -0.09 -0.11 0.05 -1.859
Se -2.312 -0.322 0.348 0.10 0.08 -0.17 -0.252
C -1.117 2.069 2.712 0.03 0.05 -0.01 -1.415
Se 0.128 1.977 1.207 0.50 -0.14 0.25 -0.232
H -3.219 2.973 -0.518 -0.04 -0.15 -0.03 0.283
H -4.273 2.370 1.278 0.00 0.04 -0.04 0.477
H -3.288 3.729 1.863 -0.10 -0.03 0.07 0.309
H -4.463 1.921 3.517 -0.01 0.01 -0.01 0.451
H -3.269 3.132 4.016 0.00 0.00 0.01 0.456
H -2.955 0.402 4.593 -0.03 -0.01 0.01 0.362
H -3.727 -0.060 2.357 -0.02 0.01 -0.10 0.481
H -2.024 -0.256 2.795 -0.19 -0.01 0.16 0.414
H -0.757 1.354 3.450 -0.02 0.09 0.12 0.433
H -0.962 3.068 3.129 0.00 0.04 -0.11 0.586
C 2.689 -2.009 3.219 0.05 0.10 0.04 -0.633
Si 1.337 -2.761 2.165 0.25 0.06 0.00 0.167
C 0.309 -3.844 3.314 -0.20 0.06 0.05 -1.287
C 2.080 -3.950 0.929 -0.01 -0.06 -0.12 -0.578
C 0.107 -1.477 1.567 0.21 0.11 -0.12 -0.385
H 3.317 -1.316 2.659 0.02 0.00 0.01 -0.047
H 3.340 -2.790 3.626 -0.02 0.01 0.00 0.251
H 2.258 -1.457 4.060 0.00 -0.02 -0.02 0.401
H 0.936 -4.597 3.799 0.00 0.01 -0.01 0.292
H -0.478 -4.362 2.759 0.03 -0.02 0.01 0.294
H -0.178 -3.251 4.094 0.03 -0.02 0.01 0.290
H 2.653 -4.711 1.469 -0.01 0.03 0.01 0.421
H 2.739 -3.456 0.216 0.01 0.00 0.00 0.048
H 1.302 -4.458 0.358 -0.01 -0.04 0.03 0.283
H -0.135 -0.881 2.456 0.03 -0.18 0.11 -0.065
H -0.796 -2.042 1.328 -0.01 -0.15 0.21 0.382
F -3.982 -5.641 -1.621 -0.01 -0.02 -0.01 -0.329
C -3.252 -4.531 -1.777 0.00 0.00 0.02 0.646
C -1.890 -4.557 -1.547 0.00 0.02 0.01 -0.043
F -1.299 -5.701 -1.181 0.00 0.00 0.02 -0.336
C -1.149 -3.400 -1.708 0.04 -0.05 0.03 0.180
F 0.164 -3.481 -1.481 0.04 0.00 0.01 -0.299
C -1.721 -2.198 -2.090 -0.13 0.23 -0.08 -0.317
Se -0.671 -0.612 -2.296 0.43 -0.52 -0.02 -0.190
C -3.087 -2.213 -2.340 -0.02 -0.04 -0.07 0.377
F -3.718 -1.114 -2.761 0.01 0.04 0.03 -0.392
C -3.852 -3.354 -2.182 0.02 0.01 -0.02 0.390
F -5.169 -3.333 -2.421 -0.01 0.00 0.00 -0.326
C 7.688 0.024 3.919 -0.04 -0.02 -0.01 -1.733
C 6.646 -0.104 2.840 0.02 0.00 0.01 0.739
C 5.687 0.875 2.640 -0.02 0.01 0.00 -1.139
C 4.713 0.778 1.647 0.03 0.02 0.05 0.732
C 3.676 1.861 1.580 0.07 0.04 -0.04 -1.056
C 4.718 -0.327 0.786 0.05 -0.10 -0.01 0.667
As 3.382 -0.779 -0.619 -0.06 0.06 -0.08 1.221
N 2.072 0.509 -0.776 0.40 0.03 0.03 0.188
C 2.199 1.689 -1.501 0.11 -0.15 0.23 1.870
C 3.442 2.301 -1.733 -0.02 0.09 -0.08 -0.574
C 3.552 3.484 -2.446 0.01 -0.03 0.02 -0.976
C 2.426 4.119 -2.952 0.02 -0.01 -0.03 -0.830
C 1.187 3.534 -2.730 -0.01 0.01 0.03 -1.000
C 1.072 2.352 -2.018 0.01 -0.06 -0.11 -0.902
C 4.457 -0.545 -2.296 -0.03 0.10 -0.06 0.203
C 3.803 -1.022 -3.442 0.05 -0.09 -0.01 -0.227
C 2.479 -1.742 -3.432 0.04 0.02 -0.02 -1.444
C 4.375 -0.852 -4.706 -0.03 -0.04 0.01 -0.949
C 5.598 -0.245 -4.879 0.03 0.02 0.00 0.827
C 6.197 -0.044 -6.245 0.01 -0.02 0.03 -1.649
C 6.267 0.179 -3.738 0.01 -0.03 -0.01 -0.923
C 5.734 0.048 -2.462 -0.02 -0.02 0.02 0.981
C 6.605 0.578 -1.347 -0.04 0.02 -0.04 -1.485
C 5.656 -1.351 1.011 -0.06 -0.05 0.02 1.451
C 5.706 -2.642 0.216 0.02 0.08 0.03 -2.096
C 6.600 -1.223 2.022 0.01 0.00 0.01 -1.139
H 7.575 0.961 4.464 0.01 0.00 0.00 0.391
H 8.695 -0.006 3.498 0.00 0.01 0.01 0.326
H 7.609 -0.795 4.638 0.01 0.01 0.00 0.339
H 5.680 1.749 3.284 -0.01 -0.02 0.01 0.255
H 3.787 2.544 2.424 0.01 0.01 0.00 0.466
H 2.674 1.443 1.616 0.01 0.00 0.00 -0.291
H 3.741 2.445 0.661 -0.02 -0.02 0.07 0.185
H 4.334 1.848 -1.331 -0.03 0.01 -0.02 0.531
H 4.535 3.915 -2.597 0.00 0.00 0.00 0.424
H 2.513 5.047 -3.503 -0.01 -0.02 -0.01 0.366
H 0.289 4.003 -3.115 -0.01 0.00 0.02 0.435
H 0.084 1.937 -1.859 -0.02 0.03 0.01 0.177
H 2.091 -1.950 -2.441 -0.01 -0.01 0.01 -0.632
H 2.576 -2.693 -3.962 0.00 0.01 0.00 0.549
H 1.722 -1.152 -3.949 0.00 0.01 0.02 0.417
H 3.826 -1.209 -5.572 0.00 0.00 0.01 0.333
H 5.536 -0.426 -7.023 0.01 0.01 0.00 0.350
H 7.157 -0.557 -6.334 -0.01 0.00 0.00 0.338
H 6.375 1.016 -6.440 -0.01 -0.01 -0.01 0.335
H 7.242 0.647 -3.843 -0.01 0.01 0.00 0.346
H 7.427 1.153 -1.773 0.00 0.00 -0.01 0.458
H 7.035 -0.229 -0.753 0.01 0.01 0.01 0.247
H 6.067 1.219 -0.652 0.05 -0.02 0.01 0.184
H 5.099 -2.634 -0.685 0.02 0.00 -0.05 0.289
H 5.358 -3.471 0.837 -0.02 0.00 -0.01 0.327
H 6.733 -2.860 -0.083 0.00 0.00 0.01 0.463
H 7.319 -2.025 2.172 0.00 0.01 -0.01 0.397
```
Forces are in eV/Å.

Results
spin multiplicity = 2
maximum force = 0.0361 Eh/bohr
frontier orbital gap (spin up / spin down) = 0.237 / 0.218 hartree
energy = -327989.979 eV
expectation value of S² = 0.760
total charge = -1

***

Q: Which formula does entry 1 have?
A: C39H46Br3F4N4OP2STl